[1]
The following is a DFT calculation (ωB97M-V/def2-TZVPD) of a molecular structure, C34H41ClCrF2GeN5O2P2 at a distorted geometry.

```
! RIJCOSX wB97M-V def2-TZVPD def2/J DEFGRID3
* xyz 3 1
Cr -0.62 -0.33 0.27
N -0.32 -3.20 -1.06
P -1.09 -2.67 0.37
C -2.77 -3.34 0.24
C -3.88 -2.74 0.82
C -5.12 -3.36 0.77
C -5.27 -4.58 0.11
C -4.16 -5.19 -0.46
C -2.92 -4.59 -0.39
C -0.30 -3.74 1.59
C 1.06 -4.03 1.54
C 1.63 -4.84 2.51
C 0.85 -5.38 3.51
C -0.51 -5.11 3.56
C -1.09 -4.28 2.62
C 0.00 -2.33 -2.06
C 0.37 -2.81 -3.32
C 0.76 -1.92 -4.30
C 0.76 -0.56 -3.99
C 0.36 -0.16 -2.74
N -0.01 -1.02 -1.77
H -0.24 -4.18 -1.27
H -3.79 -1.81 1.35
H -5.98 -2.90 1.25
H -6.24 -5.06 0.06
H -4.26 -6.15 -0.94
H -2.07 -5.11 -0.80
H 1.67 -3.65 0.74
H 2.69 -5.06 2.47
H 1.29 -6.03 4.26
H -1.13 -5.55 4.33
H -2.14 -4.05 2.67
H 0.36 -3.88 -3.51
H 1.06 -2.28 -5.27
H 1.08 0.17 -4.73
H 0.36 0.88 -2.47
F -1.86 3.79 3.53
C -0.96 2.88 3.17
C -1.26 2.00 2.14
C -0.34 1.06 1.76
C 0.93 1.01 2.35
C 1.19 1.91 3.38
F 2.39 1.96 3.96
C 0.26 2.84 3.82
C 1.90 0.07 1.77
C 3.21 -0.10 2.23
C 4.09 -0.93 1.56
C 3.65 -1.57 0.41
C 2.34 -1.39 0.03
N 1.47 -0.61 0.67
H -2.25 2.04 1.71
H 0.50 3.51 4.64
H 3.55 0.41 3.12
H 5.10 -1.05 1.92
H 4.31 -2.21 -0.17
H 1.98 -1.89 -0.86
N -0.80 3.91 -2.95
C -0.79 4.05 -1.45
P 0.71 3.08 -0.91
O 1.67 3.31 -2.05
O 0.34 1.67 -0.56
C 1.52 4.01 0.50
N 2.96 4.17 0.10
H 0.21 3.91 -3.23
H -1.31 4.64 -3.43
H -1.17 3.00 -3.23
H -1.72 3.68 -1.02
H -0.67 5.11 -1.22
H 1.44 3.47 1.44
H 1.07 4.98 0.62
H 3.36 5.08 0.34
H 2.97 4.03 -0.95
H 3.56 3.45 0.51
Cl -1.56 -1.07 2.24
C -4.64 0.63 1.70
Ge -4.04 0.71 -0.17
C -5.10 -0.33 -1.46
C -4.11 2.59 -0.78
C -2.14 0.18 -0.64
H -5.58 0.07 1.74
H -4.84 1.64 2.05
H -3.93 0.16 2.38
H -6.10 -0.44 -1.06
H -4.69 -1.32 -1.64
H -5.17 0.21 -2.41
H -5.18 2.84 -0.80
H -3.72 2.73 -1.79
H -3.63 3.29 -0.08
H -2.14 0.37 -1.72
*
```

Values from the calculation:
* frontier orbital gap (spin up / spin down): 6.61 / 6.59 eV
* HOMO level (spin up / spin down): -0.583 / -0.583 Eh
* ΔE to the lowest compared entry with this formula, charge and spin: 0.0 kJ/mol

[2]
The following is a DFT calculation (ωB97M-V/def2-TZVPD) of a molecular structure, C34H41CoN4O2P2S.

```
! RIJCOSX wB97M-V def2-TZVPD def2/J DEFGRID3
* xyz 1 4
Co -0.14 -1.03 -0.26
C 1.01 0.22 2.91
P 1.44 -0.08 1.16
C 1.37 1.68 0.56
N 2.32 2.50 0.95
C 2.22 3.81 0.61
C 3.23 4.72 1.01
C 3.10 6.03 0.69
C 1.98 6.51 -0.03
C 0.99 5.66 -0.42
C 1.09 4.28 -0.10
N 0.10 3.43 -0.47
C 0.23 2.16 -0.18
P -1.19 1.02 -0.56
C -2.36 1.55 0.73
C -2.02 1.49 -2.16
C -2.63 2.89 -2.15
C -1.01 1.36 -3.30
C -3.13 0.43 -2.32
C 3.18 -0.74 1.24
C 3.76 -0.81 -0.17
C 4.11 0.07 2.16
C 3.01 -2.17 1.80
H 0.00 0.60 2.97
H 1.70 0.95 3.32
H 1.07 -0.71 3.48
H 4.08 4.34 1.56
H 3.87 6.74 0.99
H 1.91 7.56 -0.27
H 0.12 6.00 -0.97
H -2.43 2.63 0.73
H -2.00 1.20 1.70
H -3.33 1.10 0.55
H -1.90 3.67 -1.97
H -3.43 2.98 -1.40
H -3.09 3.06 -3.13
H -0.17 2.04 -3.18
H -1.51 1.61 -4.24
H -0.64 0.34 -3.39
H -3.97 0.62 -1.65
H -2.76 -0.58 -2.14
H -3.50 0.47 -3.35
H 3.85 0.18 -0.62
H 3.17 -1.46 -0.81
H 4.77 -1.24 -0.11
H 4.18 1.11 1.86
H 5.11 -0.38 2.09
H 3.80 0.01 3.20
H 2.22 -2.72 1.28
H 2.78 -2.16 2.87
H 3.94 -2.72 1.66
C -3.97 0.17 4.82
C -3.40 -0.68 3.72
C -2.08 -1.13 3.76
C -1.57 -1.97 2.77
C -2.39 -2.33 1.71
C -3.71 -1.89 1.64
C -4.20 -1.07 2.64
S -1.86 -3.59 0.60
O -1.00 -4.48 1.34
O -3.04 -4.11 -0.03
N -0.95 -2.76 -0.50
C -0.43 -3.50 -1.58
C -0.70 -4.81 -1.91
C -0.13 -5.41 -3.05
C 0.70 -4.73 -3.88
C 1.02 -3.39 -3.58
C 1.89 -2.60 -4.36
C 2.16 -1.31 -4.01
C 1.59 -0.80 -2.84
N 0.78 -1.50 -2.07
C 0.47 -2.79 -2.43
H -3.19 0.52 5.50
H -4.69 -0.41 5.41
H -4.50 1.03 4.42
H -1.46 -0.86 4.61
H -0.58 -2.39 2.85
H -4.34 -2.23 0.83
H -5.23 -0.74 2.61
H -1.37 -5.39 -1.29
H -0.38 -6.44 -3.27
H 1.13 -5.19 -4.76
H 2.33 -3.03 -5.26
H 2.82 -0.68 -4.60
H 1.80 0.22 -2.52
*
```

Values from the calculation:
* <S²>: 3.7657
* frontier orbital gap (spin up / spin down): 6.71 / 6.83 eV
* HOMO level (spin up / spin down): -0.377 / -0.386 Eh
* ΔE to the lowest compared entry with this formula, charge and spin: 10.8 kJ/mol

[3]
The following is a DFT calculation (ωB97M-V/def2-TZVPD) of a molecular structure, C34H41F4N2OP2STb at a distorted geometry.

```
! RIJCOSX wB97M-V def2-TZVPD def2/J DEFGRID3
* xyz 2 7
Tb 2.09 0.90 -0.80
C -1.75 2.88 -2.54
C -2.13 2.31 -1.13
N -0.92 1.96 -0.23
C -1.57 1.28 0.94
C -0.65 0.33 1.63
C -0.23 3.25 0.01
C 0.92 3.23 1.07
N 2.12 2.58 0.55
C 3.36 3.10 0.82
C 4.36 2.99 -0.11
F 4.01 2.35 -1.30
C 5.62 3.55 0.04
F 6.48 3.40 -0.94
C 5.93 4.10 1.27
C 4.98 4.08 2.29
F 5.28 4.64 3.47
C 3.73 3.62 2.04
F 2.88 3.64 3.09
H -2.71 2.63 -3.16
H -0.86 2.45 -3.04
H -1.69 3.95 -2.56
H -2.59 1.34 -1.34
H -2.80 2.93 -0.58
H -2.44 0.79 0.56
H -2.03 2.05 1.53
H -0.57 -0.58 1.10
H -0.98 0.16 2.68
H 0.25 0.79 1.89
H -0.97 4.03 0.27
H 0.30 3.54 -0.92
H 0.59 2.90 2.04
H 1.09 4.33 1.14
H 6.92 4.54 1.38
C 4.71 -1.90 1.41
P 4.40 -0.95 -0.12
C 6.05 -0.34 -0.42
C 4.15 -2.31 -1.29
C 5.22 -2.91 -2.00
C 4.95 -4.06 -2.80
C 3.69 -4.61 -2.82
C 2.64 -4.09 -2.03
C 2.86 -2.89 -1.33
P 1.50 -2.03 -0.55
C 1.19 -3.02 1.01
C -0.02 -2.44 -1.50
H 5.50 -2.63 1.22
H 3.82 -2.43 1.72
H 4.89 -1.21 2.26
H 6.78 -1.12 -0.11
H 6.27 0.43 0.32
H 6.41 0.01 -1.37
H 6.22 -2.48 -1.91
H 5.78 -4.60 -3.23
H 3.47 -5.49 -3.44
H 1.66 -4.53 -2.03
H 0.15 -2.85 1.35
H 1.83 -2.59 1.79
H 1.36 -4.10 0.86
H 0.09 -2.29 -2.59
H -0.75 -1.82 -1.00
H -0.26 -3.50 -1.29
O -0.05 1.12 -0.94
S -4.39 -1.81 -0.60
C -5.35 -2.28 0.83
C -4.62 -2.84 1.87
C -5.32 -3.42 2.93
C -6.74 -3.40 2.88
C -7.42 -2.68 1.86
C -6.72 -2.22 0.76
C -4.86 -0.12 -0.84
C -5.12 0.72 0.25
C -5.51 2.07 0.05
C -5.59 2.53 -1.24
C -5.36 1.69 -2.36
C -4.97 0.35 -2.17
H -3.57 -2.86 1.86
H -4.83 -3.89 3.76
H -7.26 -4.04 3.60
H -8.53 -2.61 1.87
H -7.25 -1.83 -0.08
H -5.04 0.32 1.22
H -5.79 2.75 0.92
H -5.92 3.56 -1.41
H -5.52 1.97 -3.37
H -4.86 -0.39 -2.92
*
```

Values from the calculation:
* <S²>: 12.0783
* frontier orbital gap (spin up / spin down): 5.01 / 6.31 eV
* HOMO level (spin up / spin down): -0.446 / -0.446 Eh
* ΔE to the lowest compared entry with this formula, charge and spin: 350.4 kJ/mol

[4]
The following is a DFT calculation (ωB97M-V/def2-TZVPD) of a molecular structure, C34H41FIrN8O3.

```
! RIJCOSX wB97M-V def2-TZVPD def2/J DEFGRID3
* xyz 4 2
Ir 0.94 -2.31 1.59
C 4.99 -2.67 3.20
C 3.85 -2.85 2.42
N 2.75 -2.15 2.61
C 2.75 -1.17 3.54
C 3.84 -0.92 4.37
C 4.98 -1.72 4.19
C 3.76 0.15 5.33
C 2.66 0.93 5.40
C 1.55 0.73 4.51
C 0.40 1.54 4.49
C -0.59 1.29 3.58
C -0.45 0.22 2.69
N 0.61 -0.57 2.69
C 1.60 -0.33 3.60
H 5.87 -3.27 3.01
H 3.88 -3.56 1.60
H 5.85 -1.57 4.82
H 4.60 0.32 5.99
H 2.60 1.74 6.12
H 0.31 2.36 5.19
H -1.48 1.90 3.53
H -1.20 0.03 1.93
N 1.42 -4.13 0.62
C 0.47 -5.27 0.53
C -0.86 -4.86 -0.07
C -1.67 -3.99 0.86
N -1.10 -2.63 1.03
H 1.71 -3.84 -0.32
H 2.28 -4.49 1.03
H 0.33 -5.68 1.53
H 0.94 -6.05 -0.08
H -1.43 -5.76 -0.27
H -0.71 -4.37 -1.04
H -1.75 -4.45 1.85
H -2.69 -3.87 0.48
H -1.66 -2.14 1.73
H -1.20 -2.08 0.17
C 2.40 3.43 -4.14
C 1.87 2.05 -4.50
N 1.26 1.37 -3.33
C 1.99 0.46 -2.68
C 1.56 -0.22 -1.56
C 2.51 -1.21 -1.00
O 3.49 -1.55 -1.61
O 2.29 -1.75 0.20
C 0.29 0.04 -1.05
O -0.18 -0.58 -0.02
C -0.51 1.01 -1.74
C -1.82 1.33 -1.32
C -2.56 2.25 -1.99
F -3.79 2.52 -1.51
C -2.09 2.94 -3.14
C -0.80 2.61 -3.55
C -0.01 1.68 -2.87
N -2.86 3.87 -3.82
C -2.27 4.92 -4.64
C -2.88 4.91 -6.04
N -4.39 4.76 -5.94
C -4.90 5.06 -4.56
C -4.29 4.08 -3.55
H 2.83 3.89 -5.03
H 3.19 3.36 -3.39
H 1.62 4.09 -3.76
H 2.68 1.41 -4.84
H 1.13 2.07 -5.30
H 2.97 0.24 -3.08
H -2.26 0.86 -0.46
H -0.40 3.08 -4.43
H -1.20 4.80 -4.74
H -2.41 5.89 -4.16
H -2.51 4.08 -6.63
H -2.67 5.84 -6.56
H -4.65 3.81 -6.20
H -4.85 5.37 -6.61
H -5.98 4.97 -4.56
H -4.64 6.09 -4.35
H -4.82 3.13 -3.61
H -4.48 4.49 -2.56
C -1.33 -3.71 6.31
C -0.28 -4.48 5.49
C 0.05 -3.81 4.24
N 0.29 -3.28 3.26
H -1.52 -4.27 7.23
H -2.27 -3.62 5.77
H -0.97 -2.72 6.58
H -0.62 -5.49 5.24
H 0.66 -4.59 6.04
*
```

Values from the calculation:
* <S²>: 0.7557
* frontier orbital gap (spin up / spin down): 7.42 / 4.57 eV
* HOMO level (spin up / spin down): -0.640 / -0.640 Eh
* ΔE to the lowest compared entry with this formula, charge and spin: 0.0 kJ/mol

[5]
The following is a DFT calculation (ωB97M-V/def2-TZVPD) of a molecular structure, C34H41FeN3O2P2S.

```
! RIJCOSX wB97M-V def2-TZVPD def2/J DEFGRID3
* xyz 2 5
Fe 0.36 0.03 -0.84
C -1.55 1.50 1.40
C -0.56 2.67 1.38
P 0.75 2.29 0.14
C 2.27 3.04 0.80
C 3.04 3.92 0.05
C 4.22 4.44 0.60
C 4.62 4.07 1.87
C 3.86 3.16 2.61
C 2.70 2.64 2.07
C 0.40 3.30 -1.33
C -0.02 4.63 -1.24
C -0.29 5.36 -2.38
C -0.13 4.78 -3.63
C 0.30 3.47 -3.74
C 0.57 2.74 -2.60
P -2.18 1.30 -0.33
C -3.65 2.36 -0.29
C -4.83 1.93 0.31
C -5.93 2.78 0.37
C -5.85 4.06 -0.17
C -4.68 4.49 -0.78
C -3.58 3.64 -0.85
C -2.80 -0.41 -0.44
C -3.80 -0.51 -1.55
C -4.53 -1.61 -1.64
C -2.91 -3.34 -0.95
C -1.75 -3.31 -0.01
C -1.72 -1.94 0.68
H -2.37 1.65 2.10
H -1.01 0.59 1.68
H -0.09 2.80 2.36
H -1.05 3.61 1.12
H 2.73 4.22 -0.94
H 4.80 5.14 0.02
H 5.53 4.48 2.29
H 4.18 2.87 3.60
H 2.12 1.93 2.64
H -0.13 5.09 -0.26
H -0.61 6.39 -2.30
H -0.34 5.36 -4.53
H 0.44 3.02 -4.72
H 0.94 1.73 -2.71
H -4.92 0.93 0.73
H -6.84 2.44 0.84
H -6.71 4.71 -0.12
H -4.62 5.48 -1.21
H -2.68 3.96 -1.35
H -3.92 0.32 -2.24
H -5.28 -1.77 -2.41
H -2.99 -4.25 -1.53
H -1.21 -4.19 0.33
H -0.96 -1.80 1.44
C 4.83 0.89 -1.90
S 3.67 0.40 -0.64
C 4.37 -1.18 -0.22
O 2.39 0.07 -1.42
H 5.18 0.02 -2.45
H 5.66 1.41 -1.41
H 4.30 1.58 -2.56
H 5.34 -1.01 0.25
H 4.47 -1.78 -1.13
H 3.69 -1.66 0.48
C 2.07 -4.36 0.72
N 1.82 -3.97 -0.66
C 2.08 -4.97 -1.69
C 1.34 -2.78 -0.96
O 1.08 -1.89 -0.12
H 3.14 -4.45 0.90
H 1.61 -5.33 0.92
H 1.66 -3.62 1.40
H 1.40 -5.82 -1.56
H 3.10 -5.33 -1.61
H 1.92 -4.54 -2.68
H 1.19 -2.62 -2.04
N -4.27 -2.04 0.71
C -4.26 -2.69 -0.60
C -1.68 -2.56 -1.34
N -1.52 -1.24 -0.65
C -3.10 -1.23 0.87
H -4.42 -2.68 1.48
H -5.04 -3.45 -0.61
H -1.15 -2.76 -2.26
H -3.16 -0.64 1.79
*
```

Values from the calculation:
* <S²>: 6.0133
* frontier orbital gap (spin up / spin down): 8.60 / 8.12 eV
* HOMO level (spin up / spin down): -0.486 / -0.492 Eh
* ΔE to the lowest compared entry with this formula, charge and spin: 384.1 kJ/mol